# C41H122N8O16

16 unconnected molecules or ions with the total composition C41H122N8O16 at a distorted geometry (ωB97M-V with the def2-TZVPD basis set, the Open Molecules 2025 dataset).

Results
**Electronic energy**: -89167.544 eV
**Gap between HOMO and LUMO**: 9.36 eV
**Total charge**: 0

Cartesian coordinates (Å):
C 18.222 19.730 17.571
C 18.812 19.915 16.149
C 18.031 20.929 15.299
O 17.627 22.112 15.959
C 16.580 22.835 15.418
N 20.214 20.284 16.310
H 17.141 19.608 17.470
H 18.262 20.591 18.230
H 18.704 18.873 18.087
H 18.852 18.981 15.627
H 17.175 20.414 14.944
H 18.661 21.091 14.428
H 16.870 23.279 14.466
H 16.316 23.573 16.238
H 15.661 22.216 15.330
H 20.258 21.093 16.960
H 20.564 20.618 15.477
C 12.543 13.483 15.970
C 12.669 13.349 14.476
C 14.143 13.205 14.132
O 14.328 13.019 12.782
C 15.592 12.453 12.484
N 12.029 12.103 14.041
H 12.921 14.459 16.245
H 13.187 12.798 16.499
H 11.582 13.410 16.393
H 12.231 14.186 13.881
H 14.555 12.296 14.582
H 14.624 14.156 14.505
H 15.603 11.342 12.539
H 16.341 12.816 13.207
H 15.903 12.709 11.440
H 12.290 11.913 13.120
H 11.029 12.250 14.066
C 22.940 19.449 13.268
C 22.423 18.059 12.911
C 21.708 18.120 11.547
O 20.802 19.233 11.554
C 19.481 18.852 11.933
N 23.509 17.037 12.991
H 23.578 19.816 12.480
H 23.621 19.467 14.144
H 22.197 20.157 13.469
H 21.767 17.827 13.736
H 21.114 17.207 11.462
H 22.523 18.257 10.820
H 18.966 19.813 11.931
H 19.426 18.454 12.961
H 19.013 18.149 11.228
H 24.346 17.263 12.463
H 23.111 16.231 12.597
C 20.847 9.766 14.952
C 19.674 9.866 13.897
C 18.563 10.768 14.397
O 17.889 10.019 15.386
C 16.753 10.701 15.817
N 20.109 10.258 12.544
H 20.528 9.347 15.908
H 21.267 10.782 15.187
H 21.604 9.103 14.504
H 19.230 8.858 13.852
H 17.879 11.018 13.595
H 18.946 11.676 14.846
H 16.918 11.760 15.732
H 16.542 10.441 16.842
H 15.840 10.487 15.267
H 20.706 11.122 12.723
H 20.761 9.549 12.246
C 19.740 23.148 11.868
C 21.002 23.989 11.936
C 22.069 23.358 12.800
O 21.762 23.022 14.099
C 21.375 24.132 14.890
N 21.633 24.134 10.565
H 19.203 23.213 12.781
H 20.006 22.095 11.716
H 19.075 23.521 11.045
H 20.721 25.022 12.323
H 22.984 23.916 12.666
H 22.276 22.398 12.233
H 20.357 24.426 14.626
H 22.140 24.913 14.906
H 21.234 23.840 15.944
H 21.611 23.262 10.025
H 21.302 24.906 10.033
C 11.473 20.836 13.531
C 11.964 20.436 12.236
C 12.450 18.990 12.329
O 13.647 18.950 13.126
C 13.909 17.657 13.574
N 10.961 20.633 11.205
H 10.604 20.330 13.907
H 11.216 21.903 13.417
H 12.153 20.704 14.408
H 12.839 21.011 12.024
H 12.722 18.479 11.374
H 11.622 18.338 12.817
H 13.161 17.266 14.183
H 14.813 17.828 14.139
H 14.073 16.976 12.670
H 10.106 20.075 11.353
H 11.294 20.356 10.289
C 15.260 15.708 17.495
C 15.827 16.919 18.213
C 14.724 17.979 18.240
O 14.592 18.515 16.972
C 13.583 19.478 16.869
N 16.089 16.518 19.600
H 14.959 15.844 16.470
H 14.401 15.277 18.038
H 15.985 14.891 17.488
H 16.682 17.315 17.665
H 15.091 18.758 18.982
H 13.829 17.596 18.633
H 12.577 19.034 17.103
H 13.696 19.798 15.808
H 13.806 20.287 17.630
H 16.786 15.756 19.546
H 16.554 17.225 20.109
C 9.270 16.704 8.693
C 10.619 16.774 9.319
C 10.479 16.451 10.827
O 9.698 17.391 11.551
C 8.988 16.788 12.628
N 11.566 15.912 8.632
H 8.691 15.871 9.076
H 9.245 16.631 7.640
H 8.708 17.616 8.922
H 11.134 17.755 9.247
H 11.447 16.288 11.330
H 9.961 15.488 10.863
H 8.254 16.078 12.189
H 8.492 17.677 13.148
H 9.605 16.292 13.379
H 12.471 15.858 9.045
H 11.220 14.957 8.622
C 18.945 13.684 17.665
O 18.537 15.032 17.600
H 18.156 13.083 17.167
H 19.817 13.573 17.059
H 19.125 13.333 18.668
H 19.345 15.547 17.757
C 18.497 12.272 9.970
O 17.988 11.520 11.049
H 19.459 12.729 10.195
H 18.566 11.760 8.997
H 17.848 13.165 9.825
H 18.710 10.994 11.481
C 17.199 17.134 14.653
O 18.509 16.746 15.040
H 16.881 16.663 13.755
H 16.497 16.947 15.514
H 17.160 18.212 14.507
H 18.441 16.098 15.775
C 19.551 14.340 12.861
O 20.268 15.570 13.226
H 20.237 13.476 12.847
H 18.712 14.146 13.528
H 19.206 14.365 11.750
H 19.571 16.077 13.718
C 15.202 16.126 10.556
O 14.021 15.307 10.590
H 16.039 15.557 10.897
H 15.405 16.291 9.520
H 15.172 17.043 11.099
H 14.094 14.502 11.107
C 16.323 20.315 10.392
O 16.207 19.484 11.559
H 15.649 20.016 9.599
H 16.248 21.395 10.507
H 17.362 20.238 10.073
H 15.331 19.647 12.006
C 15.963 21.135 22.715
O 15.058 20.284 22.084
H 16.483 21.662 21.939
H 15.487 21.836 23.429
H 16.720 20.494 23.165
H 14.509 19.898 22.753
C 22.579 17.578 16.317
C 21.369 16.657 16.493
O 20.835 16.585 17.828
H 22.373 18.593 16.647
H 22.836 17.487 15.287
H 23.529 17.186 16.780
H 21.480 15.575 16.192
H 20.513 17.091 15.963
H 21.579 16.565 18.429

Cartesian forces, eV/Å:
-0.42 -0.69 -0.60
0.28 1.62 1.75
0.19 -0.46 0.13
1.57 -0.89 0.87
-1.16 0.26 1.29
-0.48 0.31 2.99
-0.06 -0.58 0.04
0.64 0.46 -0.20
-0.41 0.41 -0.36
-0.50 -0.60 -0.35
-1.33 -0.50 -0.48
0.12 0.62 -0.38
-0.30 0.32 -0.10
0.38 -0.33 -1.36
0.42 0.12 -0.40
0.06 -0.74 -0.53
1.13 0.82 -2.38
1.26 1.18 -0.14
-0.17 -1.11 -0.87
-0.11 0.96 1.21
0.10 0.25 -1.91
0.65 -0.27 -0.64
-0.65 0.36 1.79
0.04 0.46 0.19
0.19 -0.61 -0.02
-1.43 -0.24 0.11
0.44 0.00 0.69
-0.12 0.29 0.84
0.18 -0.91 -0.27
-0.29 0.55 0.08
-0.05 0.05 -0.41
-0.37 -0.05 0.99
0.38 -0.38 -1.78
-0.14 -0.29 -0.07
2.18 -0.97 0.36
1.11 0.71 0.50
-0.08 0.24 1.63
0.14 -0.84 -0.48
0.29 0.84 0.16
-0.40 1.54 0.30
0.14 0.36 -0.65
-0.49 -0.45 -0.20
-1.31 0.94 0.06
-0.77 -0.47 -0.18
0.37 -0.17 -0.62
-0.66 -0.02 -0.29
-0.47 -0.28 -0.03
0.15 -0.08 -0.26
0.16 0.15 0.13
-0.25 0.28 -0.08
-0.31 -1.60 -0.49
-0.31 0.63 -0.90
0.34 -0.55 1.09
0.15 -0.98 -0.08
0.05 -0.17 0.01
-0.48 0.02 0.39
0.95 1.70 1.27
-0.20 -0.08 -0.21
-0.18 -0.83 -0.45
0.03 0.37 0.39
0.09 0.31 -0.25
-0.15 0.15 -0.36
0.23 0.54 0.06
-0.03 0.76 0.22
0.09 -0.05 0.47
-0.04 -0.32 -0.54
-0.81 -1.30 -0.70
0.26 -0.13 -0.38
-0.04 0.23 -1.11
-0.41 1.44 -1.24
0.52 -1.56 -2.24
-0.30 -0.08 1.21
-0.45 -0.59 0.89
0.28 -0.85 1.52
-0.64 -0.03 0.98
-0.12 0.08 -0.20
0.56 -0.45 0.67
0.49 -1.04 -0.66
0.41 0.57 0.44
-0.06 0.61 0.90
0.21 0.71 -0.40
-0.28 0.24 -0.42
0.43 -0.45 -0.39
-0.21 0.62 0.39
-0.45 0.34 -0.30
-0.42 2.10 2.86
0.52 -2.56 -1.42
-0.30 -1.54 0.44
-1.34 0.95 -0.44
2.17 -0.04 -2.16
-0.74 -0.04 -0.30
-0.87 -0.49 -0.44
-0.03 -0.26 0.58
0.08 0.30 -1.09
0.60 0.69 -0.51
-0.47 0.56 0.16
1.23 0.97 -0.67
-1.54 -0.66 1.17
0.35 -0.77 0.29
-0.16 0.55 1.38
0.71 0.26 0.23
0.18 0.05 0.05
0.12 -1.35 0.51
-1.60 -0.30 0.07
2.88 1.29 1.16
0.10 -0.41 -0.56
0.19 0.42 0.20
0.45 -1.60 -1.00
-0.12 0.49 -0.38
0.16 0.48 -0.04
0.25 0.02 -0.08
0.19 0.07 0.10
-0.53 -0.29 -0.68
-1.47 -0.77 0.44
0.64 0.44 -0.37
-0.67 0.27 0.88
-0.46 -0.43 -0.99
-0.56 0.37 0.13
0.45 1.21 0.58
-1.07 1.10 0.61
1.76 0.65 0.94
0.12 -0.64 0.02
0.22 -0.15 0.02
-1.00 1.64 -0.19
-0.99 -0.90 -0.52
-0.07 -0.29 0.20
0.48 -0.13 -1.30
-0.05 -0.19 0.18
-0.88 0.01 -0.01
-0.02 0.25 -0.29
-0.04 -0.29 0.04
0.20 0.35 0.60
0.30 -1.44 -0.64
0.35 -0.15 -0.17
0.67 0.20 0.66
-0.02 -0.04 -0.12
-1.16 -0.30 -1.07
-0.13 0.39 0.03
0.34 0.16 0.56
0.95 -0.39 -0.31
0.00 -0.12 0.44
0.11 0.48 0.26
-0.34 1.08 -0.10
0.45 -0.41 0.05
0.40 -0.25 0.04
-0.09 -0.21 0.42
0.04 -0.65 0.01
-0.34 0.33 -0.49
-0.70 0.56 2.07
0.04 -0.54 0.17
-0.31 -0.63 -0.76
0.47 0.00 -1.11
0.21 0.09 -0.20
0.04 0.30 -0.30
0.78 0.67 -2.00
-1.67 -1.28 -0.06
-0.05 0.41 0.48
-0.03 0.01 -0.05
0.17 0.31 1.88
0.89 -0.15 -0.16
-0.25 -1.84 -0.48
-0.42 0.97 -0.17
0.74 -0.37 0.54
0.08 0.57 -0.76
-0.43 0.67 0.37
0.44 -0.01 0.48
0.84 -0.23 0.30
-1.25 0.97 0.17
-0.13 -0.23 -0.22
-0.60 0.16 0.76
-0.04 -0.52 -0.28
1.07 -0.29 -0.56
0.54 -0.17 0.46
-0.74 -0.06 -0.93
0.09 0.62 -0.35
0.37 -0.33 -0.29
0.22 0.35 0.70
-0.47 -0.42 0.37
0.62 -1.65 0.98
-0.67 -0.34 0.01
0.14 0.21 0.45
-0.10 -0.02 -0.18
0.15 0.47 -0.87
-1.01 0.28 0.15
0.45 1.22 -0.31
0.48 -0.20 -0.35
0.12 -0.06 0.36